{
  "formula": "C27H23N3O2S",
  "method": "the ωB97M-V functional and the def2-TZVPD basis",
  "elements": ["C", "H", "O", "C", "C", "C", "C", "C", "C", "C", "N", "C", "C", "C", "C", "C", "C", "C", "C", "H", "C", "O", "N", "C", "C", "C", "N", "C", "C", "S", "C", "H", "C", "C", "H", "H", "H", "C", "C", "H", "H", "H", "H", "H", "H", "H", "H", "H", "H", "H", "H", "H", "H", "H", "H", "H"],
  "positions_angstrom": [[4.549, -4.170, -0.460], [4.592, -5.112, -1.018], [3.278, -3.577, -0.539], [2.211, -4.244, -0.027], [2.272, -5.514, 0.538], [1.120, -6.132, 0.995], [-0.107, -5.503, 0.891], [-0.180, -4.242, 0.325], [0.965, -3.602, -0.127], [0.868, -2.252, -0.708], [1.637, -1.312, -0.225], [1.589, -0.080, -0.760], [2.445, 0.911, -0.235], [2.461, 2.168, -0.771], [1.646, 2.483, -1.869], [0.795, 1.548, -2.393], [0.714, 0.261, -1.829], [-0.187, -0.749, -2.261], [-0.083, -2.006, -1.729], [-0.738, -2.798, -2.058], [-1.253, -0.463, -3.263], [-1.379, -1.039, -4.317], [-2.144, 0.528, -2.903], [-2.143, 1.264, -1.736], [-2.069, 0.810, -0.439], [-2.184, -0.532, -0.054], [-2.337, -1.611, 0.309], [-1.972, 1.873, 0.515], [-2.009, 3.099, -0.060], [-2.134, 3.006, -1.793], [-1.947, 4.394, 0.669], [-2.656, 5.105, 0.239], [-2.248, 4.166, 2.156], [-1.959, 5.430, 2.958], [-2.230, 5.289, 4.002], [-2.528, 6.270, 2.567], [-0.901, 5.678, 2.909], [-1.422, 2.981, 2.663], [-1.863, 1.681, 1.992], [-1.155, 0.877, 2.207], [-2.837, 1.367, 2.384], [-1.530, 2.888, 3.744], [-0.367, 3.162, 2.443], [-3.310, 3.916, 2.259], [-0.946, 4.826, 0.561], [-2.782, 0.812, -3.639], [0.195, 1.787, -3.260], [1.698, 3.470, -2.305], [3.118, 2.925, -0.367], [3.089, 0.632, 0.584], [-1.126, -3.727, 0.258], [-1.001, -5.988, 1.249], [1.190, -7.116, 1.435], [3.214, -6.031, 0.627], [5.234, -3.455, -0.912], [4.848, -4.349, 0.578]],
  "atomic_forces_ev_per_a": [[0.20, -0.12, 0.00], [0.00, 0.03, 0.04], [-0.30, -0.02, 0.04], [-0.20, 0.01, -0.02], [0.33, 0.09, -0.06], [-0.15, 0.04, 0.01], [-0.03, -0.18, 0.07], [0.20, 0.03, -0.06], [0.18, -0.23, 0.11], [-0.04, 0.29, -0.13], [0.10, -0.47, 0.35], [-0.36, 0.43, -0.52], [0.06, 0.21, -0.05], [0.13, -0.12, 0.21], [-0.21, -0.05, -0.24], [0.15, 0.19, -0.04], [0.26, -0.29, 0.26], [0.49, -0.50, 0.10], [0.05, 0.51, -0.31], [-0.07, -0.06, -0.03], [-0.06, -0.03, -0.07], [0.07, -0.12, -0.05], [-0.40, 0.16, -0.42], [-0.09, 0.50, 0.65], [-0.15, 1.07, -0.72], [-0.20, -0.55, 0.21], [-0.09, -0.27, 0.13], [0.06, 0.17, -0.08], [-0.01, -0.20, -0.48], [0.01, -0.60, 0.49], [-0.14, 0.08, 0.17], [0.02, 0.06, 0.03], [0.31, 0.19, 0.04], [-0.17, -0.23, -0.13], [0.00, 0.03, 0.13], [-0.03, 0.15, 0.00], [0.14, 0.06, 0.00], [-0.34, -0.10, -0.05], [0.09, 0.04, 0.12], [-0.05, -0.03, 0.03], [0.05, -0.05, 0.04], [0.06, 0.02, 0.04], [0.09, 0.04, 0.03], [0.00, -0.03, -0.03], [-0.02, 0.07, 0.03], [0.10, -0.18, 0.06], [-0.04, 0.05, -0.03], [-0.01, 0.07, -0.06], [0.07, 0.03, 0.05], [0.06, -0.04, 0.10], [-0.09, 0.05, -0.02], [-0.08, -0.04, 0.04], [0.01, -0.07, 0.03], [0.09, -0.01, -0.03], [-0.01, -0.08, 0.04], [-0.02, 0.00, -0.04]],
  "mulliken_charge": [-0.97, 0.37, -0.35, 0.71, -0.60, -0.65, -1.00, -0.23, -0.05, 1.34, -0.62, -0.68, -0.38, -0.63, -0.72, -0.63, 1.08, 0.67, -0.66, 0.49, -0.42, -0.63, -0.04, 0.20, -0.28, 0.23, -0.61, -0.15, 1.04, -0.27, -0.96, 0.49, 0.55, -1.72, 0.41, 0.42, 0.35, -1.06, -0.70, 0.44, 0.39, 0.39, 0.33, 0.29, 0.27, 0.28, 0.65, 0.44, 0.43, 0.54, 0.45, 0.41, 0.38, 0.39, 0.24, 0.38],
  "multiplicity": 1,
  "homo_ev": -8.194,
  "gap_ev": 8.130,
  "lumo_ev": -0.06,
  "charge": 0
}



{
  "formula": "C27H23N4O3Ru",
  "method": "the ωB97M-V functional and the def2-TZVPD basis",
  "elements": ["Ru", "C", "O", "C", "C", "C", "C", "C", "C", "N", "N", "C", "O", "C", "C", "C", "C", "C", "C", "C", "O", "H", "H", "H", "H", "H", "H", "H", "H", "H", "H", "H", "H", "C", "N", "C", "C", "C", "C", "C", "N", "C", "C", "C", "C", "C", "C", "H", "H", "H", "H", "H", "H", "H", "H", "H", "H", "H"],
  "positions_angstrom": [[-0.208, -0.135, -0.477], [-1.179, -4.216, -1.698], [-0.408, -4.899, -0.709], [0.555, -4.297, 0.043], [1.370, -5.162, 0.741], [2.367, -4.702, 1.606], [2.539, -3.354, 1.770], [1.733, -2.438, 1.068], [1.952, -1.042, 1.363], [1.257, -0.056, 0.916], [1.565, 1.217, 1.404], [0.858, 2.108, 0.767], [-0.007, 1.837, -0.162], [1.034, 3.539, 1.128], [1.762, 3.903, 2.257], [1.913, 5.242, 2.580], [1.343, 6.222, 1.778], [0.616, 5.860, 0.653], [0.459, 4.520, 0.328], [0.735, -2.892, 0.178], [-0.058, -2.091, -0.502], [-1.736, -5.005, -2.199], [-0.544, -3.703, -2.418], [-1.869, -3.502, -1.255], [1.197, -6.222, 0.606], [2.989, -5.408, 2.139], [3.296, -2.971, 2.444], [2.746, -0.788, 2.061], [2.204, 3.129, 2.869], [2.476, 5.523, 3.461], [1.461, 7.267, 2.032], [0.169, 6.621, 0.027], [-0.113, 4.222, -0.540], [-1.850, -0.095, 2.125], [-1.835, -0.061, 0.657], [-2.954, 0.065, 0.015], [-2.902, 0.114, -1.393], [-3.822, 0.265, -2.425], [-3.069, 0.260, -3.607], [-1.730, 0.103, -3.244], [-1.625, 0.021, -1.907], [-2.483, -1.348, 2.687], [-2.060, -2.607, 2.271], [-2.638, -3.751, 2.793], [-3.648, -3.651, 3.742], [-4.075, -2.401, 4.162], [-3.496, -1.254, 3.631], [-2.392, 0.779, 2.492], [-0.819, 0.000, 2.462], [-3.893, 0.131, 0.557], [-4.891, 0.365, -2.328], [-3.443, 0.349, -4.614], [-0.859, 0.049, -3.879], [-1.281, -2.687, 1.525], [-2.299, -4.723, 2.455], [-4.102, -4.545, 4.151], [-4.864, -2.314, 4.898], [-3.837, -0.278, 3.959]],
  "atomic_forces_ev_per_a": [[0.43, 0.08, 0.10], [0.03, -0.02, 0.00], [-0.05, 0.03, 0.07], [0.01, 0.05, -0.06], [0.05, -0.03, 0.06], [-0.05, -0.04, -0.04], [0.04, 0.01, -0.04], [0.06, 0.16, 0.06], [-0.03, -0.06, 0.05], [-0.02, 0.14, 0.05], [-0.03, -0.24, -0.15], [-0.02, 0.18, 0.09], [-0.03, 0.02, 0.01], [0.00, -0.09, -0.03], [0.03, 0.02, 0.00], [0.00, -0.01, 0.00], [-0.02, 0.01, 0.00], [0.01, -0.02, -0.01], [-0.04, 0.02, 0.02], [0.00, -0.02, -0.09], [-0.17, -0.12, -0.05], [0.01, 0.00, -0.01], [0.02, 0.01, -0.01], [0.00, 0.00, 0.00], [0.01, 0.00, -0.01], [-0.02, -0.01, 0.00], [-0.01, 0.00, 0.00], [0.00, -0.02, 0.00], [0.00, 0.01, 0.00], [0.00, 0.00, 0.00], [0.01, 0.00, 0.00], [0.00, 0.00, 0.00], [0.01, 0.01, 0.00], [0.07, 0.02, 0.02], [-0.22, -0.02, -0.01], [-0.10, 0.00, -0.10], [0.04, 0.07, 0.13], [0.07, -0.02, -0.11], [-0.08, -0.04, 0.02], [0.00, 0.04, 0.11], [-0.07, -0.14, -0.14], [-0.02, 0.01, -0.03], [0.02, 0.02, -0.03], [-0.03, 0.00, 0.01], [0.02, -0.01, 0.00], [-0.01, 0.02, -0.01], [-0.01, -0.01, 0.03], [0.04, 0.04, 0.00], [-0.01, 0.00, 0.02], [0.04, -0.02, 0.06], [0.00, 0.00, 0.00], [0.00, 0.01, 0.00], [0.00, 0.00, -0.01], [-0.02, -0.01, 0.00], [0.00, 0.00, 0.01], [0.00, 0.00, 0.00], [0.00, 0.00, 0.00], [0.00, 0.00, 0.00]],
  "mulliken_charge": [0.35, -0.70, -0.50, 0.54, -0.60, -0.70, -1.00, 0.60, -0.37, 0.37, -0.96, 0.81, -0.82, 0.41, -0.26, -0.67, -0.36, -0.65, -0.38, 0.93, -0.70, 0.32, 0.29, 0.19, 0.44, 0.39, 0.38, 0.36, 0.44, 0.38, 0.39, 0.39, 0.42, -1.61, 0.82, -0.09, 0.16, -1.00, -0.50, -0.80, 0.44, 0.32, 0.17, -0.57, -0.47, -0.62, -0.61, 0.36, 0.42, 0.42, 0.47, 0.43, 0.46, 0.51, 0.44, 0.38, 0.38, 0.37],
  "multiplicity": 2,
  "homo_ev": [-7.782, -7.719],
  "gap_ev": [7.471, 6.813],
  "lumo_ev": [-0.31, -0.91],
  "charge": 0,
  "relative_energy_kj_mol": 0.0,
  "s_squared": 0.75
}